ORCA calculation (the ωB97M-V functional and the def2-TZVPD basis) on a cluster of 2 separate species, C3H9O2S in total in a non-equilibrium geometry.

```
15
Properties=species:S:1:pos:R:3:mulliken_charge:R:1
C -1.154 -0.050 -0.346 -0.39
O -0.995 0.139 -1.713 -0.91
C -0.127 0.626 0.622 -0.71
C 1.095 -0.331 0.738 -0.48
S 2.339 0.604 1.660 -0.32
H -1.040 -1.130 0.057 0.11
H -2.116 0.315 0.153 0.15
H 0.191 1.655 0.320 0.45
H -0.614 0.764 1.729 0.28
H 1.501 -0.733 -0.176 0.38
H 0.794 -1.156 1.353 0.34
H 1.638 1.597 2.178 0.10
H -2.873 -1.826 -1.639 0.28
H -2.124 -0.807 -2.439 0.47
O -2.963 -1.365 -2.560 -0.74
```

ΔE to the lowest compared entry with this formula, charge and spin ... 28.2 kcal/mol
Max |F| ... 3.09 eV Å⁻¹
Lowest unoccupied orbital energy ... 3.12 eV
HOMO energy ... -3.5 eV
Charge ... -1

***

ORCA calculation (the ωB97M-V functional and the def2-TZVPD basis) on a cluster of 2 separate species, C3H9O2S in total.

```
15
Properties=species:S:1:pos:R:3:mulliken_charge:R:1
C 0.785 -0.365 0.285 -0.39
O 0.079 0.396 1.157 -0.94
C 0.853 0.271 -1.155 -0.39
C -0.336 1.177 -1.349 -0.69
S -1.945 0.419 -1.678 -0.30
H 0.417 -1.399 0.097 0.18
H 1.831 -0.484 0.663 0.29
H 1.764 0.884 -1.206 0.23
H 0.918 -0.488 -1.937 0.30
H -0.125 1.980 -2.045 0.39
H -0.494 1.708 -0.416 0.26
H -2.199 0.203 -0.383 0.13
H -0.103 -1.970 3.034 0.27
H -0.551 -0.716 2.322 0.35
O -0.894 -1.615 2.611 -0.69
```

ΔE to the lowest compared entry with this formula, charge and spin ... 12.5 kcal/mol
Max |F| ... 0.94 eV Å⁻¹
Lowest unoccupied orbital energy ... 3.59 eV
HOMO energy ... -3.2 eV
Charge ... -1

***

ORCA calculation (the ωB97M-V functional and the def2-TZVPD basis) on a cluster of 2 separate species, C3H9O3 in total in a non-equilibrium geometry.

```
15
Properties=species:S:1:pos:R:3:mulliken_charge:R:1
C 0.368 0.510 0.247 -0.32
C 0.325 -0.967 0.509 -0.39
O -0.278 -1.688 -0.611 -0.52
C 1.233 1.336 1.256 -0.54
O 1.275 2.623 0.958 -0.87
H 0.683 0.678 -0.788 0.30
H -0.642 0.935 0.304 0.19
H -0.194 -1.246 1.426 0.32
H 1.337 -1.368 0.584 0.23
H -1.122 -2.033 -0.261 0.30
H 2.220 0.798 1.384 0.17
H 0.761 1.049 2.260 0.14
H -2.567 0.243 -2.665 0.29
H -1.308 -0.300 -2.050 0.37
O -2.092 -0.569 -2.552 -0.67
```

ΔE to the lowest compared entry with this formula, charge and spin ... 24.3 kcal/mol
Max |F| ... 1.17 eV Å⁻¹
Lowest unoccupied orbital energy ... 3.53 eV
HOMO energy ... -2.3 eV
Charge ... -1

***

ORCA calculation (the ωB97M-V functional and the def2-TZVPD basis) on the ion C3H9O4SSi with charge -1 in a non-equilibrium geometry.

```
18
Properties=species:S:1:pos:R:3:mulliken_charge:R:1
C 2.001 1.272 0.007 -0.98
C 2.026 -0.228 0.030 -0.45
C 0.854 -0.862 -0.875 -0.83
S -0.635 -1.030 0.207 1.22
O -1.428 -1.961 -0.558 -0.65
O -0.085 -1.473 1.503 -0.70
O -1.297 0.316 0.409 -0.29
Si -3.186 0.676 0.215 0.25
O -3.358 1.930 -0.603 -0.62
H 2.724 1.778 0.642 0.33
H 2.123 1.701 -0.996 0.26
H 1.015 1.438 0.456 0.22
H 2.982 -0.717 -0.242 0.38
H 1.884 -0.666 1.019 0.32
H 0.520 -0.251 -1.632 0.46
H 1.160 -1.884 -1.025 0.34
H -3.665 -0.742 -0.330 -0.13
H -3.635 0.703 1.774 -0.13
```

ΔE to the lowest compared entry with this formula, charge and spin ... 0.0 kcal/mol
Max |F| ... 4.96 eV Å⁻¹
SMILES ... CCCS(=O)(=O)O[SiH2][O-]
Lowest unoccupied orbital energy ... 3.35 eV
HOMO energy ... -5.2 eV
Charge ... -1

***

- Look up the charge of the second one.
  -1

***

- The highest lowest unoccupied orbital energy belongs to which entry?
  number 2

***

- The lowest ΔE to the lowest compared entry with this formula, charge and spin belongs to which entry?
  C3H9O4SSi